{"formula": "C2H40O17", "method": "the ωB97M-V functional and the def2-TZVPD basis", "symbols": ["C", "C", "H", "H", "H", "H", "H", "H", "H", "H", "O", "H", "H", "O", "H", "H", "O", "H", "H", "O", "H", "H", "O", "H", "H", "O", "H", "H", "O", "H", "H", "O", "H", "H", "O", "H", "H", "O", "H", "H", "O", "H", "H", "O", "H", "H", "O", "H", "H", "O", "H", "H", "O", "H", "H", "O", "H", "H", "O"], "positions_angstrom": [[-0.426, 0.908, -0.248], [0.910, 0.257, -0.522], [-1.232, 0.174, -0.194], [-0.690, 1.678, -0.946], [-0.472, 1.396, 0.716], [0.909, -0.162, -1.473], [1.724, 0.963, -0.486], [1.117, -0.516, 0.266], [-0.236, 3.855, 1.671], [-0.160, 3.788, 0.176], [-0.783, 3.966, 0.925], [3.384, 1.453, 2.222], [2.621, 0.238, 1.599], [2.573, 1.232, 1.793], [0.954, 2.498, -3.749], [0.287, 1.298, -2.998], [1.057, 1.969, -2.969], [-0.467, -0.080, 2.845], [-1.105, -1.276, 3.562], [-0.893, -0.936, 2.709], [-3.526, -0.736, -2.044], [-3.207, 0.507, -1.155], [-3.250, 0.193, -2.088], [-0.463, -0.676, -2.823], [-1.664, 0.230, -2.873], [-0.815, 0.087, -3.263], [-1.894, -4.622, 1.622], [-0.769, -3.840, 1.014], [-1.604, -4.311, 0.792], [-1.057, -2.213, -1.176], [-0.086, -3.174, -1.905], [-0.117, -2.322, -1.450], [-3.124, 0.566, 1.350], [-2.351, -0.640, 1.778], [-3.125, -0.409, 1.252], [2.098, -1.928, 1.496], [3.157, -1.568, 0.541], [2.894, -1.408, 1.456], [0.406, -2.441, 0.233], [0.025, -1.986, 1.682], [0.500, -2.668, 1.173], [-2.835, -1.580, 0.018], [-2.584, -3.101, -0.203], [-2.686, -2.268, -0.653], [1.073, 1.420, 2.600], [0.551, 1.612, 4.018], [0.242, 1.471, 3.134], [-2.297, 2.854, 1.394], [-2.054, 1.929, 2.625], [-2.705, 2.143, 1.950], [1.807, 2.799, -0.108], [1.123, 2.889, -1.488], [1.289, 3.395, -0.696], [3.949, 0.836, -2.988], [2.360, 0.883, -2.876], [3.146, 0.265, -2.928], [3.199, -1.080, -1.767], [2.188, -1.996, -1.339], [3.136, -1.817, -1.201]], "e_homo_ev": -11.09, "spin_multiplicity": 1, "de_lowest_ev": 0.000, "e_tot_ev": -37534.3454, "orbital_gap_ev": 10.988}